Molecular formula: C4H6N2
Method: DFT, wB97M-V/def2-TZVPD

Positions of all 12 atoms, in Å:
N -0.88352 -1.34593 -0.59926
N 0.65353 1.36571 0.71529
C 0.91472 -0.07138 0.39250
C -0.55836 -0.43238 0.53092
C -0.53255 0.94525 -0.10188
C 0.50532 0.31321 -1.02220
H -1.04047 -0.63576 1.50340
H -1.35699 1.61324 -0.34864
H 1.27036 1.96951 0.15466
H -0.34827 -2.20140 -0.45992
H -0.43021 -0.91068 -1.48128
H 1.80645 -0.60938 0.71641

Energy relative to the best compared isomer or geometry (same formula, charge and spin) (kJ/mol): 641.5
Electronic energy (a.u.): -265.291241
LUMO energy (eV): 0.3
Frontier orbital gap (Eh): 0.327

Löwdin atomic charge list, values in e, 8 entries:
1. N 0.0465
2. N 0.0856
3. C -0.2943
4. C -0.2862
5. C -0.2851
6. C 0.0977
7. H 0.1409
8. H 0.1345